# 1
DFT (wB97M-V/def2-TZVPD) results for a structure of composition C35H25F6GdN8O2PS2.

Results
Multiplicity ... 7
Kohn-Sham gap (alpha / beta) ... 0.219 / 0.152 Ha
Strongest force on any atom ... 1.38 eV/A
Lowest unoccupied orbital energy (alpha / beta) ... -6.7 / -8.5 eV
HOMO (alpha / beta) ... -12.621 / -12.620 eV
Net charge ... +2
E_tot ... -4439.55443 Ha

Element x y z (Å)
Gd 1.312 -0.018 -0.317
C 1.404 0.397 -3.775
O 0.501 0.032 -2.696
C -0.735 -0.481 -3.046
C -1.066 -0.807 -4.354
C -2.319 -1.328 -4.631
C -3.250 -1.529 -3.622
C -2.928 -1.202 -2.324
C -1.670 -0.670 -2.008
N -1.283 -0.337 -0.700
N -2.194 -0.424 0.173
C -2.066 -0.231 1.520
C -0.795 -0.187 2.226
O 0.290 -0.411 1.616
C -0.788 0.119 3.629
C -1.952 0.269 4.298
C -3.226 0.151 3.644
C -4.405 0.300 4.364
C -5.634 0.201 3.725
C -5.698 -0.038 2.354
C -4.543 -0.182 1.620
C -3.277 -0.099 2.244
H 0.885 1.082 -4.446
H 1.730 -0.502 -4.298
H 2.247 0.887 -3.300
H -0.364 -0.669 -5.159
H -2.567 -1.586 -5.651
H -4.218 -1.944 -3.852
H -3.630 -1.358 -1.519
H 0.174 0.192 4.113
H -1.948 0.481 5.360
H -4.369 0.498 5.426
H -6.542 0.312 4.300
H -6.658 -0.110 1.867
H -4.599 -0.362 0.558
S 2.625 7.688 1.604
N 1.627 7.026 0.521
C 1.707 5.705 0.667
C 0.969 4.727 -0.111
C 0.051 5.082 -1.097
C -0.616 4.083 -1.773
C -0.330 2.756 -1.458
N 0.555 2.396 -0.526
C 1.193 3.371 0.158
C 2.122 2.961 1.221
N 2.253 1.643 1.438
C 3.050 1.237 2.420
C 3.763 2.118 3.234
C 3.648 3.470 3.008
C 2.807 3.912 1.986
C 2.595 5.312 1.678
N 3.183 6.337 2.289
H -0.126 6.126 -1.310
H -1.347 4.305 -2.536
H -0.836 1.956 -1.979
H 3.136 0.168 2.564
H 4.398 1.727 4.013
H 4.188 4.191 3.606
N -0.150 -7.487 0.060
C 0.066 -6.777 -1.057
S 0.067 -7.420 -2.547
C 0.292 -5.293 -0.835
C 0.728 -4.521 -1.909
C 0.935 -3.168 -1.739
N 0.712 -2.530 -0.581
C 0.295 -3.271 0.452
C 0.082 -4.637 0.371
H -0.303 -8.480 -0.038
H -0.086 -7.107 0.986
H 0.903 -4.999 -2.861
H 1.287 -2.561 -2.562
H 0.131 -2.748 1.384
H -0.262 -5.130 1.267
F 2.979 -1.143 -1.839
P 4.251 -0.400 -1.090
F 3.184 0.970 -1.143
F 5.036 -1.738 -0.957
F 3.341 -0.794 0.339
F 5.221 0.448 -0.197
F 4.859 0.044 -2.459

Atom charges from the Löwdin analysis, given in e for atoms 1 to 8: atom 1 (Gd): 1.747, atom 2 (C): -0.008, atom 3 (O): -0.258, atom 4 (C): -0.224, atom 5 (C): 0.014, atom 6 (C): -0.017, atom 7 (C): -0.039, atom 8 (C): 0.019

***

# 2
DFT (wB97M-V/def2-TZVPD) results for a structure of composition C35H26BN7O4RhS.

Results
Multiplicity ... 5
Kohn-Sham gap (alpha / beta) ... 0.197 / 0.195 Ha
Strongest force on any atom ... 0.52 eV/A
Lowest unoccupied orbital energy (alpha / beta) ... -3.0 / -5.1 eV
Energy above the lowest of the compared OMol25 structures with the same formula, charge and spin ... 39.3 kcal per mole
HOMO (alpha / beta) ... -8.374 / -10.405 eV
Net charge ... +1
E_tot ... -2567.03636 Ha

Element x y z (Å)
Rh 0.179 -0.577 -0.667
N -3.980 -1.070 -2.135
C -2.770 -0.579 -1.879
N -1.744 -1.306 -1.559
C -1.889 -2.705 -1.426
N -0.899 -3.425 -1.044
N 0.231 -2.710 -0.800
C 1.317 -3.372 -0.428
C 2.469 -2.625 -0.172
C 3.733 -3.192 0.124
C 4.823 -2.387 0.256
C 4.685 -0.984 0.102
C 3.445 -0.471 -0.127
N 2.344 -1.253 -0.246
C -3.190 -3.299 -1.743
C -3.426 -4.671 -1.698
C -4.679 -5.172 -1.991
C -5.717 -4.308 -2.334
C -5.501 -2.944 -2.386
C -4.239 -2.451 -2.090
H -4.733 -0.433 -2.340
H -2.665 0.499 -1.937
H 1.288 -4.450 -0.333
H 3.809 -4.267 0.218
H 5.793 -2.813 0.472
H 5.536 -0.323 0.185
H 3.276 0.596 -0.202
H -2.609 -5.324 -1.425
H -4.857 -6.237 -1.954
H -6.698 -4.702 -2.562
H -6.303 -2.266 -2.652
O -2.696 2.226 -0.110
S -1.598 1.649 0.621
O -1.809 0.396 1.293
N -0.365 1.354 -0.449
C -0.059 2.257 -1.470
C -0.422 3.587 -1.541
C 0.013 4.389 -2.613
C 0.799 3.884 -3.612
C 1.182 2.521 -3.582
C 1.983 1.907 -4.567
C 2.302 0.580 -4.463
C 1.814 -0.150 -3.369
N 1.060 0.399 -2.442
C 0.744 1.717 -2.516
C -1.001 2.820 1.789
C -1.911 3.229 2.758
C -1.499 4.139 3.716
C -0.201 4.632 3.695
C 0.695 4.216 2.721
C 0.300 3.299 1.758
H -1.045 4.029 -0.778
H -0.286 5.428 -2.634
H 1.131 4.511 -4.430
H 2.339 2.497 -5.403
H 2.916 0.088 -5.204
H 2.041 -1.203 -3.245
H -2.921 2.838 2.759
H -2.193 4.465 4.479
H 0.113 5.347 4.445
H 1.705 4.604 2.711
H 0.999 2.949 1.013
O 0.631 -1.593 2.114
B 0.951 -0.589 1.231
O 1.546 0.507 1.832
C 1.586 0.162 3.176
C 2.068 0.898 4.230
C 1.974 0.307 5.490
C 1.419 -0.957 5.660
C 0.932 -1.690 4.577
C 1.036 -1.095 3.345
H 2.497 1.880 4.087
H 2.342 0.844 6.354
H 1.361 -1.382 6.652
H 0.494 -2.672 4.695

Atom charges from the Löwdin analysis, given in e for atoms 1 to 8: atom 1 (Rh): 1.249, atom 2 (N): 0.140, atom 3 (C): -0.131, atom 4 (N): 0.049, atom 5 (C): -0.268, atom 6 (N): 0.093, atom 7 (N): -0.129, atom 8 (C): -0.080

***

# 3
DFT (wB97M-V/def2-TZVPD) results for a structure of composition C35H26Cl2ErFN3O6S.

Results
Multiplicity ... 4
Kohn-Sham gap (alpha / beta) ... 0.183 / 0.182 Ha
Strongest force on any atom ... 5.09 eV/A
Lowest unoccupied orbital energy (alpha / beta) ... 1.3 / 1.3 eV
HOMO (alpha / beta) ... -3.672 / -3.668 eV
Net charge ... -1
E_tot ... -4398.80528 Ha

Element x y z (Å)
Er -0.944 -0.025 -1.104
C 0.106 1.098 -5.033
O -1.226 0.838 -5.603
C -2.412 0.970 -5.005
C -3.582 0.920 -5.819
C -4.881 0.951 -5.286
C -5.039 0.995 -3.919
C -3.917 1.109 -3.042
C -4.149 1.037 -1.645
N -3.211 0.915 -0.719
N -3.506 0.850 0.537
C -2.369 1.013 1.322
O -1.255 1.234 0.785
C -2.539 0.907 2.759
C -3.769 0.531 3.301
C -3.917 0.448 4.677
C -2.850 0.790 5.529
C -1.619 1.138 4.983
C -1.459 1.192 3.599
C -2.575 1.165 -3.588
O -1.550 1.323 -2.843
H 0.395 0.310 -4.336
H 0.132 2.056 -4.530
H 0.749 1.096 -5.926
H -3.479 0.791 -6.890
H -5.755 0.877 -5.934
H -6.028 0.941 -3.468
H -5.193 1.045 -1.327
H -4.620 0.266 2.685
H -4.841 0.076 5.108
H -2.989 0.766 6.602
H -0.773 1.374 5.651
H -0.516 1.462 3.160
Cl -1.729 -2.038 0.756
C -2.797 -3.165 -0.103
C -3.538 -4.014 0.704
C -4.383 -4.985 0.126
C -4.534 -5.030 -1.268
C -3.827 -4.145 -2.098
Cl -4.008 -4.288 -3.795
C -2.891 -3.188 -1.526
S -1.936 -2.225 -2.617
H -3.364 -3.985 1.767
H -4.919 -5.679 0.760
H -5.197 -5.771 -1.736
C 6.506 1.933 -0.690
C 6.183 1.006 0.484
C 6.694 1.537 1.834
C 6.311 0.611 3.004
C 4.824 0.286 2.960
C 4.118 0.067 4.157
C 2.755 -0.196 4.117
F 2.066 -0.414 5.266
C 2.073 -0.289 2.906
C 2.722 -0.065 1.686
C 1.979 -0.142 0.431
O 0.732 -0.471 0.420
C 2.722 0.174 -0.771
C 4.049 0.529 -0.634
N 4.733 0.649 0.542
C 4.129 0.291 1.743
C 2.127 0.261 -2.152
O 2.791 0.679 -3.108
O 0.855 -0.140 -2.242
H 7.535 2.281 -0.575
H 5.840 2.816 -0.726
H 6.434 1.412 -1.644
H 6.672 0.035 0.284
H 6.309 2.553 1.973
H 7.779 1.626 1.732
H 6.609 1.018 3.976
H 6.893 -0.326 2.900
H 4.626 0.069 5.099
H 1.013 -0.535 2.886
H 4.625 0.798 -1.507

Atom charges from the Löwdin analysis, given in e for atoms 1 to 8: atom 1 (Er): 1.259, atom 2 (C): -0.028, atom 3 (O): -0.084, atom 4 (C): -0.223, atom 5 (C): -0.019, atom 6 (C): -0.137, atom 7 (C): -0.084, atom 8 (C): -0.158